{"formula": "C3H4N3O2", "method": "wB97M-V/def2-TZVPD", "total_charge": -1, "e_above_lowest_ev": 6.5262, "energy_ha": -431.27440, "homo_lumo_gap_ha": [0.297, 0.251], "homo_ha": [-0.154, -0.153], "species": ["C", "C", "C", "N", "N", "N", "O", "O", "H", "H", "H", "H"], "coordinates": [[1.30, -1.62, 0.35], [1.17, 0.79, -0.29], [0.99, -0.73, -0.57], [1.65, -2.57, 0.94], [-1.86, -0.54, -0.17], [-2.29, 0.49, 0.40], [-1.64, 1.37, 0.90], [-3.56, 0.38, 0.47], [1.88, 0.89, 0.52], [1.42, 1.28, -1.19], [0.35, 1.19, 0.25], [0.58, -0.93, -1.60]]}